# 1
A structure of composition C45H62N3O5PV in a non-equilibrium geometry. Source: the Open Molecules 2025 dataset; level of theory: ωB97M-V/def2-TZVPD.

ORCA input file:
```
! RIJCOSX wB97M-V def2-TZVPD def2/J DEFGRID3
* xyz 2 4
V 0.98 -0.49 -0.77
C 3.65 -1.04 2.92
O 3.03 -2.35 2.55
C 2.26 -2.07 1.51
N 2.40 -0.98 0.86
C 3.44 -0.22 1.59
C 4.70 -0.13 0.76
C 5.13 1.16 0.54
C 6.34 1.25 -0.12
C 7.03 0.19 -0.70
C 6.50 -1.08 -0.49
C 5.34 -1.25 0.20
C 1.23 -3.00 1.00
C 1.18 -4.33 1.43
C 0.34 -5.17 0.73
C -0.51 -4.65 -0.30
C -0.37 -3.32 -0.58
N 0.50 -2.51 -0.01
C -1.03 -2.64 -1.70
N -0.71 -1.49 -2.16
C -1.50 -1.26 -3.38
C -2.62 -2.33 -3.21
O -2.07 -3.23 -2.22
C -0.72 -1.34 -4.61
C -0.60 -0.31 -5.59
C 0.04 -0.51 -6.79
C 0.63 -1.74 -7.13
C 0.56 -2.76 -6.10
C -0.09 -2.59 -4.88
H 4.73 -1.18 3.07
H 3.05 -0.76 3.80
H 3.14 0.81 1.81
H 4.65 1.94 1.03
H 6.61 2.26 -0.37
H 8.02 0.42 -1.08
H 6.91 -2.00 -0.90
H 4.93 -2.25 0.47
H 1.88 -4.60 2.25
H 0.36 -6.24 1.00
H -1.15 -5.22 -0.93
H -2.07 -0.36 -3.38
H -2.87 -2.95 -4.07
H -3.46 -1.86 -2.69
H -1.12 0.60 -5.45
H 0.11 0.27 -7.56
H 0.95 -1.98 -8.17
H 0.95 -3.70 -6.35
H -0.10 -3.33 -4.13
C 3.11 -2.54 -2.25
O 2.34 -1.31 -2.35
C 3.21 -0.24 -2.67
C 2.38 1.00 -3.01
O 1.60 1.30 -1.82
C 0.75 2.48 -2.18
H 3.53 -2.81 -3.17
H 2.46 -3.33 -1.95
H 3.91 -2.32 -1.50
H 3.87 -0.55 -3.48
H 3.96 -0.06 -1.90
H 1.72 0.72 -3.83
H 3.08 1.82 -3.36
H 1.36 3.33 -2.07
H -0.12 2.50 -1.55
H 0.43 2.30 -3.20
O -0.55 0.28 0.45
P -1.44 1.02 1.41
C -3.18 1.12 0.77
C -3.83 2.54 0.90
C -5.15 2.53 0.14
C -4.86 2.48 -1.37
C -3.66 1.65 -1.69
C -3.41 0.55 -0.60
C -0.81 2.75 1.49
C 0.70 2.90 1.52
C 1.32 2.92 2.90
C 0.62 3.89 3.86
C -0.89 3.60 3.86
C -1.43 3.74 2.45
C -1.70 0.12 2.99
C -1.95 -1.41 2.82
C -2.21 -2.05 4.19
C -3.39 -1.38 4.90
C -3.94 -0.07 4.28
C -2.79 0.81 3.82
H -3.67 0.44 1.49
H -3.13 3.31 0.51
H -3.95 2.79 1.91
H -5.64 3.46 0.38
H -5.72 1.64 0.47
H -4.75 3.52 -1.80
H -5.70 2.02 -1.91
H -2.75 2.30 -1.67
H -3.61 1.15 -2.64
H -2.52 0.00 -0.89
H -4.35 -0.05 -0.61
H -1.05 3.04 0.52
H 0.97 3.82 1.01
H 1.17 2.14 0.81
H 2.40 3.16 2.78
H 1.26 1.92 3.37
H 0.80 4.91 3.70
H 0.98 3.58 4.84
H -1.30 4.37 4.47
H -1.14 2.67 4.27
H -1.16 4.70 2.04
H -2.53 3.80 2.39
H -0.66 0.16 3.37
H -1.11 -1.96 2.37
H -2.81 -1.59 2.21
H -1.32 -2.00 4.79
H -2.40 -3.14 4.01
H -3.08 -1.12 5.92
H -4.24 -2.04 4.93
H -4.45 0.45 5.08
H -4.61 -0.29 3.44
H -2.32 1.32 4.66
H -3.24 1.64 3.23
*
```

Output
HOMO level (spin up / spin down)   -12.911 / -13.462 eV
⟨S²⟩   3.76
Relative energy (zero: lowest compared OMol25 entry of this formula, charge and spin)   31.4 kcal/mol



# 2
A cluster of 5 separate species, C45H63BrN5O11 in total in a non-equilibrium geometry. Source: the Open Molecules 2025 dataset; level of theory: ωB97M-V/def2-TZVPD.

ORCA input file:
```
! RIJCOSX wB97M-V def2-TZVPD def2/J DEFGRID3
* xyz 1 1
C 7.26 -1.92 -2.00
O 6.76 -0.75 -2.62
C 5.37 -0.77 -2.77
C 4.85 0.60 -3.19
C 3.32 0.63 -2.99
C 2.62 1.74 -3.76
C 1.17 1.92 -3.27
C 1.09 2.58 -1.87
C 0.77 1.60 -0.71
C -0.42 2.01 0.18
C -1.70 1.25 -0.22
C -2.26 1.83 -1.52
N -3.41 1.00 -2.04
C -3.33 0.83 -3.54
C -2.24 -0.18 -3.91
C -2.74 -1.62 -4.12
C -2.98 -2.38 -2.80
C -1.71 -2.50 -1.93
C -0.82 -3.73 -2.22
C 0.56 -3.41 -2.81
O 1.55 -3.14 -1.83
C 1.47 -1.83 -1.29
C -4.73 1.52 -1.60
C -5.16 0.80 -0.33
O -5.24 -0.39 -0.30
Br -5.50 1.88 1.20
H 6.56 -2.32 -1.25
H 8.19 -1.66 -1.49
H 7.45 -2.72 -2.74
H 5.03 -1.51 -3.52
H 4.86 -1.05 -1.84
H 5.12 0.84 -4.22
H 5.28 1.33 -2.51
H 2.92 -0.33 -3.34
H 3.13 0.67 -1.91
H 2.58 1.47 -4.82
H 3.12 2.70 -3.65
H 0.62 2.51 -4.00
H 0.74 0.91 -3.22
H 2.02 3.12 -1.66
H 0.27 3.29 -1.91
H 1.67 1.48 -0.10
H 0.57 0.60 -1.11
H -0.60 3.08 0.09
H -0.20 1.77 1.22
H -1.46 0.20 -0.42
H -2.45 1.33 0.57
H -1.48 1.80 -2.28
H -2.55 2.88 -1.40
H -3.28 0.06 -1.65
H -4.30 0.53 -3.94
H -3.09 1.80 -3.98
H -1.78 0.17 -4.83
H -1.44 -0.15 -3.17
H -3.68 -1.58 -4.68
H -2.02 -2.15 -4.75
H -3.78 -1.91 -2.21
H -3.30 -3.39 -3.06
H -2.05 -2.58 -0.89
H -1.12 -1.59 -1.98
H -0.67 -4.29 -1.30
H -1.33 -4.39 -2.93
H 0.91 -4.29 -3.36
H 0.51 -2.58 -3.54
H 0.91 -1.85 -0.35
H 0.99 -1.16 -2.01
H 2.47 -1.44 -1.09
H -5.50 1.34 -2.36
H -4.71 2.59 -1.42
C 7.27 0.22 3.87
C 7.22 -1.01 3.21
C 6.16 -1.29 2.37
C 5.17 -0.34 2.19
C 5.20 0.88 2.85
C 6.26 1.15 3.69
N 4.05 -0.64 1.29
O 4.03 -1.72 0.73
O 3.20 0.22 1.13
H 8.10 0.44 4.52
H 8.00 -1.74 3.35
H 6.10 -2.24 1.85
H 4.41 1.60 2.70
H 6.31 2.10 4.20
C -6.43 -0.28 5.13
C -6.55 -0.68 6.45
C -6.36 0.25 7.47
C -6.05 1.55 7.14
C -5.91 1.96 5.82
C -6.10 1.03 4.82
N -5.86 2.54 8.21
O -5.97 2.16 9.36
O -5.62 3.68 7.88
H -6.58 -1.01 4.34
H -6.80 -1.70 6.69
H -6.46 -0.05 8.51
H -5.67 2.99 5.59
H -6.00 1.33 3.78
C -10.67 -4.88 2.79
C -10.54 -5.03 4.17
C -9.32 -4.75 4.78
C -8.27 -4.33 3.99
C -8.38 -4.18 2.62
C -9.60 -4.46 2.02
N -6.98 -4.01 4.64
O -6.90 -4.17 5.84
O -6.07 -3.61 3.93
H -11.62 -5.10 2.32
H -11.37 -5.35 4.77
H -9.20 -4.86 5.85
H -7.54 -3.85 2.03
H -9.71 -4.35 0.95
C 10.34 4.31 -1.19
C 9.78 3.12 -1.65
C 8.53 3.14 -2.26
C 7.88 4.35 -2.40
C 8.42 5.54 -1.94
C 9.66 5.51 -1.33
N 6.56 4.37 -3.06
O 6.11 3.30 -3.43
O 6.01 5.43 -3.20
H 11.32 4.29 -0.72
H 10.31 2.19 -1.53
H 8.09 2.22 -2.62
H 7.88 6.46 -2.06
H 10.10 6.43 -0.98
*
```

Output
HOMO level   -11.155 eV
Relative energy (zero: lowest compared OMol25 entry of this formula, charge and spin)   0.0 kcal/mol



# 3
A cluster of 10 separate species, C45H63N10O in total in a non-equilibrium geometry. Source: the Open Molecules 2025 dataset; level of theory: ωB97M-V/def2-TZVPD.

ORCA input file:
```
! RIJCOSX wB97M-V def2-TZVPD def2/J DEFGRID3
* xyz 1 1
C -1.81 0.51 0.80
C -0.62 -0.35 0.98
C -0.50 -1.24 -0.22
C -0.02 -0.57 -1.52
C 1.36 -0.01 -1.22
C 1.44 0.88 0.00
N 0.61 0.51 1.12
O 0.87 1.00 2.22
C 1.00 2.37 -0.37
C 2.97 0.92 0.45
C -0.79 -1.33 2.33
H -2.74 -0.07 0.77
H -1.59 1.16 0.03
H -1.96 1.15 1.75
H -1.18 -1.81 -0.41
H 0.31 -1.83 0.19
H -0.62 0.42 -1.96
H 0.07 -1.40 -2.31
H 1.58 0.57 -1.99
H 2.01 -0.75 -1.11
H 1.21 3.16 0.37
H 0.03 2.69 -0.70
H 1.63 2.74 -1.33
H 3.70 1.27 -0.48
H 3.24 -0.23 0.64
H 2.83 1.68 1.37
H -1.62 -2.18 2.36
H -0.99 -0.80 3.29
H 0.00 -1.84 2.52
N 4.06 1.61 -5.78
C 3.84 2.86 -5.43
C 4.06 3.12 -3.96
C 4.51 1.76 -3.48
C 4.32 0.90 -4.71
H 3.95 1.28 -6.63
H 3.51 3.57 -6.31
H 3.87 4.21 -3.46
H 4.88 1.50 -2.42
H 4.37 -0.16 -5.00
N -0.91 4.44 5.62
C 0.07 4.08 4.81
C -0.63 3.88 3.41
C -2.19 4.16 3.69
C -2.23 4.39 5.16
H -0.56 4.65 6.48
H 1.23 4.11 5.07
H -0.31 3.45 2.35
H -2.84 4.32 2.96
H -3.05 4.75 5.77
N 0.73 6.04 -2.79
C 1.68 6.14 -1.76
C 1.03 5.82 -0.33
C -0.41 5.64 -0.77
C -0.54 5.81 -2.24
H 1.15 6.26 -3.81
H 2.85 6.17 -1.91
H 1.53 5.65 0.70
H -1.28 5.30 -0.19
H -1.27 5.54 -2.82
N 2.82 -2.59 3.35
C 2.19 -1.84 4.35
C 2.77 -0.52 4.43
C 3.95 -0.68 3.54
C 3.87 -1.93 2.72
H 2.57 -3.42 3.19
H 1.39 -2.40 4.88
H 2.34 0.29 5.14
H 4.72 -0.04 3.37
H 4.38 -2.48 1.99
N -6.58 0.87 5.04
C -6.60 2.04 4.24
C -5.69 1.69 3.07
C -4.81 0.54 3.45
C -5.50 -0.02 4.73
H -6.91 0.84 6.01
H -7.36 2.76 4.30
H -5.54 2.41 2.24
H -4.12 0.00 2.73
H -5.40 -0.92 5.37
N 1.25 1.89 -4.53
C 0.88 0.79 -5.33
C -0.62 0.77 -5.15
C -1.00 1.95 -4.29
C 0.23 2.59 -3.90
H 2.25 2.29 -4.68
H 1.56 0.12 -5.88
H -1.32 0.10 -5.41
H -1.88 2.42 -4.00
H 0.57 3.41 -3.45
N -3.54 -6.04 1.56
C -2.36 -5.81 2.23
C -2.46 -4.43 3.13
C -3.87 -3.93 2.71
C -4.39 -5.03 1.88
H -3.77 -6.99 1.28
H -1.35 -6.29 2.20
H -1.89 -3.97 3.77
H -4.54 -3.12 3.00
H -5.35 -5.18 1.37
N 2.07 -5.61 2.68
C 0.66 -5.41 2.87
C 0.24 -4.60 1.70
C 1.38 -4.50 0.83
C 2.53 -5.21 1.57
H 2.56 -6.18 3.46
H -0.10 -5.71 3.65
H -0.88 -4.46 1.53
H 1.35 -3.98 -0.04
H 3.45 -5.31 1.14
N -0.22 -4.45 -5.53
C 0.35 -4.86 -6.76
C 0.32 -3.55 -7.67
C -0.04 -2.41 -6.74
C -0.38 -3.10 -5.28
H -0.46 -5.05 -4.72
H 0.70 -5.89 -6.85
H 0.27 -3.63 -8.84
H -0.04 -1.43 -7.05
H -0.47 -2.58 -4.41
*
```

Output
HOMO level   -9.305 eV
Relative energy (zero: lowest compared OMol25 entry of this formula, charge and spin)   121.1 kcal/mol



# 4
A cluster of 9 separate species, C45H64O29 in total in a non-equilibrium geometry. Source: the Open Molecules 2025 dataset; level of theory: ωB97M-V/def2-TZVPD.

ORCA input file:
```
! RIJCOSX wB97M-V def2-TZVPD def2/J DEFGRID3
* xyz 0 1
C 0.20 2.11 -1.93
C -0.39 0.83 -1.03
O -1.71 0.78 -0.88
O 0.59 -0.14 -0.53
C 0.30 -0.58 0.84
C 1.16 0.25 2.01
C 2.54 -0.60 2.42
O 3.21 0.03 3.57
C 4.68 -0.30 3.58
O 5.07 -1.48 3.07
O 5.56 0.73 4.15
C 6.92 0.22 4.39
C 7.79 0.54 3.00
C 8.81 -0.57 2.29
C 9.56 -0.10 0.89
C 9.35 1.39 0.19
C 8.33 2.45 0.97
C 7.55 2.06 2.36
H 1.37 2.13 -1.97
H -0.17 1.90 -3.04
H -0.28 3.14 -1.58
H 0.71 -1.71 0.92
H -0.83 -0.64 1.12
H 1.40 1.33 1.61
H 0.44 0.34 2.95
H 3.18 -0.68 1.45
H 2.20 -1.67 2.77
H 7.36 0.87 5.30
H 6.99 -0.89 4.73
H 8.98 -1.65 2.74
H 10.31 -0.84 0.35
H 9.87 1.73 -0.81
H 8.15 3.53 0.54
H 6.79 2.81 2.91
C 4.69 -1.39 -2.41
C 6.20 -1.24 -2.37
C 6.66 -0.29 -1.31
O 7.93 0.11 -1.79
C 7.84 0.05 -3.15
O 8.65 0.54 -3.92
O 6.71 -0.62 -3.54
H 4.39 -2.30 -1.87
H 4.19 -0.55 -1.92
H 4.31 -1.45 -3.43
H 6.68 -2.22 -2.28
H 6.73 -0.75 -0.32
H 6.04 0.61 -1.24
C 0.40 -4.82 -6.22
C 1.06 -4.24 -4.98
C 1.70 -2.90 -5.23
O 2.65 -2.83 -4.19
C 3.03 -4.12 -3.95
O 4.01 -4.44 -3.30
O 2.18 -5.00 -4.56
H -0.68 -4.62 -6.20
H 0.79 -4.35 -7.13
H 0.57 -5.89 -6.31
H 0.35 -4.21 -4.15
H 0.98 -2.08 -5.18
H 2.23 -2.86 -6.18
C -3.54 5.58 0.13
C -2.73 4.38 0.59
C -2.60 4.30 2.08
O -1.44 3.51 2.24
C -0.66 3.79 1.15
O 0.52 3.48 1.05
O -1.37 4.46 0.19
H -4.57 5.28 -0.08
H -3.59 6.35 0.91
H -3.11 6.05 -0.76
H -3.14 3.46 0.16
H -3.47 3.84 2.56
H -2.41 5.28 2.54
C -6.55 2.50 5.88
C -6.84 3.60 4.86
C -7.50 3.08 3.62
O -7.18 4.08 2.68
C -5.96 4.57 3.07
O -5.25 5.28 2.37
O -5.65 4.16 4.33
H -7.33 2.48 6.65
H -6.55 1.51 5.41
H -5.58 2.63 6.36
H -7.41 4.41 5.33
H -8.58 2.97 3.73
H -7.07 2.13 3.27
C -4.47 -4.97 -8.79
C -3.99 -4.69 -7.37
C -4.98 -3.90 -6.57
O -4.16 -3.32 -5.57
C -2.94 -3.15 -6.16
O -2.04 -2.47 -5.69
O -2.86 -3.84 -7.34
H -4.90 -5.97 -8.85
H -5.26 -4.27 -9.08
H -3.66 -4.87 -9.52
H -3.71 -5.63 -6.88
H -5.77 -4.52 -6.13
H -5.44 -3.08 -7.14
C 1.80 -1.35 5.71
C 0.63 -0.68 6.42
C -0.05 -1.59 7.40
O -1.34 -1.01 7.50
C -1.58 -0.45 6.28
O -2.68 -0.07 5.90
O -0.44 -0.39 5.53
H 2.74 -1.06 6.19
H 1.73 -2.44 5.78
H 1.84 -1.08 4.65
H 0.95 0.26 6.87
H 0.45 -1.62 8.37
H -0.17 -2.61 7.02
C 1.15 -1.78 -10.93
C 1.07 -3.20 -10.41
C 0.92 -4.21 -11.51
O 0.35 -5.31 -10.83
C -0.40 -4.76 -9.82
O -1.24 -5.38 -9.17
O -0.10 -3.44 -9.65
H 2.19 -1.45 -10.98
H 0.75 -1.70 -11.95
H 0.59 -1.08 -10.30
H 1.93 -3.42 -9.76
H 1.88 -4.48 -11.97
H 0.22 -3.90 -12.29
C -5.09 3.79 10.54
C -6.19 4.47 9.74
C -7.48 4.56 10.50
O -8.43 4.69 9.46
C -7.90 4.01 8.39
O -8.53 3.70 7.39
O -6.58 3.71 8.60
H -4.44 4.54 11.00
H -5.50 3.18 11.35
H -4.49 3.12 9.91
H -5.85 5.45 9.38
H -7.52 5.40 11.18
H -7.72 3.64 11.05
*
```

Output
HOMO level   -8.256 eV



> Number 4 is which compound?

C45H64O29